Record 1
Molecular formula: C22H29N3O3S
Method: DFT, ωB97M-V/def2-TZVPD

```
! wB97M-V def2-TZVPD RIJCOSX def2/J DEFGRID3
* xyz 0 1
C -2.16 -4.15 -0.67
C -1.67 -2.70 -0.55
H -1.89 -2.03 -1.48
H -0.70 -2.64 -0.40
C -2.56 -2.24 0.48
C -2.24 -0.72 0.90
N -1.25 -0.36 1.65
N -0.31 -1.08 1.93
C 0.74 -0.66 2.66
O 1.58 -1.53 3.26
C 0.96 1.02 2.81
N 1.66 1.33 1.52
S 1.19 2.29 0.59
O 2.29 3.35 0.25
O 0.11 3.13 1.29
C 0.35 1.66 -0.61
C -0.27 2.37 -1.52
C -0.91 1.96 -2.64
C -0.59 0.79 -3.11
C 0.00 -0.10 -2.08
C 0.54 0.35 -1.12
H 1.02 -0.18 -0.21
H 0.17 -1.07 -2.40
H -1.19 0.33 -3.78
H -1.44 2.83 -3.62
H -0.33 3.59 -1.31
C 3.21 0.78 1.57
C 3.56 0.23 0.37
C 3.70 0.59 -0.73
C 4.04 -0.23 -1.86
C 3.99 -1.46 -1.84
C 3.70 -2.15 -0.68
C 3.53 -1.27 0.57
H 3.27 -1.88 1.49
H 3.68 -3.27 -0.43
H 4.20 -2.01 -2.61
H 4.24 0.25 -3.07
H 3.79 1.72 -0.68
H 3.47 0.53 2.53
H 3.61 2.05 1.56
H 0.14 1.27 2.91
H 1.41 1.15 3.95
H -0.53 -2.15 2.04
C -3.10 0.29 0.25
H -2.85 0.58 -0.90
H -3.93 0.03 0.22
C -2.86 1.69 0.93
C -3.61 2.70 0.17
H -4.77 2.66 -0.01
H -3.51 3.00 -0.84
H -3.63 3.86 0.57
H -1.87 2.15 0.89
H -3.12 1.79 1.82
H -3.59 -2.20 0.53
H -2.29 -2.72 1.65
H -3.23 -4.14 -0.74
H -2.00 -4.80 0.06
H -1.75 -4.56 -1.54
*
```

Calculated values
DFT total energy	-1643.0341	hartree
frontier orbital gap	8.678	eV

Record 2
Molecular formula: C22H30Al2BeBrCl4I2MgNO13
Method: DFT, ωB97M-V/def2-TZVPD

```
! wB97M-V def2-TZVPD RIJCOSX def2/J DEFGRID3
* xyz 2 1
C 2.60 -3.62 1.88
C 3.61 -2.34 1.65
O 4.18 -1.75 2.72
O 3.95 -1.77 0.33
C 4.53 -2.77 -0.58
Al 3.92 -2.65 -2.53
C 4.26 -4.54 -3.36
C 5.15 -1.37 -3.64
O 6.06 -0.58 -2.78
C 5.66 0.83 -2.69
C 5.59 1.46 -1.14
O 5.40 1.66 -3.71
C 1.92 -2.28 -2.80
I 0.72 -3.76 -3.95
C 1.15 -1.10 -2.29
C 1.90 0.04 -1.38
I -1.00 -0.85 -2.74
H 1.55 -3.33 2.32
H 3.19 -4.40 2.58
H 2.50 -4.16 0.82
H 4.40 -3.88 -0.23
H 5.71 -2.57 -0.57
H 5.37 -4.88 -3.19
H 3.90 -4.60 -4.48
H 3.55 -5.27 -2.74
H 5.85 -2.03 -4.34
H 4.52 -0.70 -4.40
H 4.79 0.92 -0.47
H 6.64 1.23 -0.67
H 5.35 2.60 -1.24
H 1.38 1.11 -1.45
H 1.75 -0.29 -0.25
H 3.06 0.07 -1.55
Be 1.81 -3.76 4.09
C 0.44 3.19 -3.93
Cl 2.16 2.92 -4.32
Cl 0.03 4.90 -4.22
Cl -0.57 2.15 -4.96
Cl 0.16 2.79 -2.22
C -1.87 -1.58 4.83
C -1.90 -2.71 4.11
C -3.15 -2.83 3.24
O -3.35 -3.75 2.44
C -4.20 -1.78 3.36
C -4.16 -0.65 4.09
C -2.87 -0.48 4.88
O -2.60 0.51 5.56
O -5.06 0.24 4.19
O -1.04 -3.64 4.07
H -1.01 -1.39 5.48
H -5.07 -1.99 2.76
Al 2.64 5.39 -5.19
C -8.80 0.91 3.99
C -8.32 -0.37 4.53
N -7.93 -1.38 4.96
H -7.98 1.62 3.84
H -9.30 0.78 3.03
H -9.52 1.39 4.67
C -2.76 2.87 -1.53
O -3.73 2.48 -0.56
C -4.40 3.52 0.00
O -4.24 4.70 -0.26
O -5.28 3.02 0.90
C -6.07 4.00 1.57
H -2.28 1.96 -1.91
H -3.24 3.38 -2.37
H -1.99 3.50 -1.08
H -6.68 4.56 0.85
H -5.43 4.68 2.14
H -6.74 3.48 2.26
O -9.60 -3.55 3.70
H -8.80 -3.17 4.02
O 6.43 5.64 -4.69
H 7.11 5.40 -5.35
H 6.20 4.80 -4.28
Br 6.50 3.80 -1.24
Mg 3.37 0.03 1.45
*
```

Calculated values
DFT total energy	-7597.4783	hartree
frontier orbital gap	1.075	eV

Record 3
Molecular formula: C22H30AuO2Si
Method: DFT, ωB97M-V/def2-TZVPD

```
! wB97M-V def2-TZVPD RIJCOSX def2/J DEFGRID3
* xyz 1 3
C 0.95 2.61 2.01
C -0.01 2.89 0.96
C -1.33 2.64 1.52
H 0.18 3.33 0.00
C -1.16 2.29 2.91
C 0.22 2.33 3.21
H 0.65 2.28 4.20
H 2.02 2.78 1.94
H -2.27 2.89 1.02
H -1.96 2.19 3.64
Au -0.24 0.62 1.05
C -1.60 -3.28 -3.60
H -2.31 -3.29 -2.77
H -1.90 -2.52 -4.33
H -0.60 -3.06 -3.23
Si -0.31 -0.62 -0.92
C 1.44 -0.45 -1.57
C 2.24 0.71 -1.53
H 1.89 1.61 -1.02
C 3.50 0.72 -2.15
H 4.09 1.64 -2.16
C 4.01 -0.43 -2.75
H 4.99 -0.42 -3.25
C 3.25 -1.61 -2.72
H 3.63 -2.51 -3.18
C 1.99 -1.62 -2.10
H 1.43 -2.56 -2.04
C -1.44 0.54 -1.85
C -0.99 1.17 -3.02
H 0.01 0.95 -3.39
C -1.81 2.09 -3.68
H -1.47 2.52 -4.62
C -3.06 2.44 -3.16
H -3.70 3.14 -3.69
C -3.47 1.89 -1.94
H -4.42 2.18 -1.50
C -2.66 0.96 -1.28
H -2.95 0.61 -0.29
H -0.83 -2.02 -0.80
H -1.60 -4.26 -4.09
C -1.75 -0.80 4.20
O -0.96 -0.94 3.03
C -0.49 -2.21 2.63
C 1.04 -2.23 2.49
O 1.55 -0.99 2.06
C 2.55 -0.40 2.89
H -1.23 -0.09 4.86
H -1.90 -1.75 4.73
H -2.72 -0.37 3.93
H -0.80 -3.00 3.33
H -0.90 -2.39 1.62
H 1.28 -2.94 1.69
H 1.51 -2.56 3.43
H 2.99 0.43 2.32
H 2.12 -0.01 3.83
H 3.34 -1.13 3.12
*
```

Calculated values
DFT total energy	-1431.5750	hartree
frontier orbital gap (alpha / beta)	8.720 / 5.638	eV

Record 4
Molecular formula: C22H30BN2O9PS
Method: DFT, ωB97M-V/def2-TZVPD

```
! wB97M-V def2-TZVPD RIJCOSX def2/J DEFGRID3
* xyz 2 1
O -5.33 -1.33 5.28
B -4.02 -1.49 5.21
O -3.11 -1.07 6.13
O -3.54 -2.20 4.02
N -2.36 -1.80 3.49
C -2.19 -0.52 3.13
C -1.01 -0.13 2.56
C 0.00 -1.06 2.33
C 1.30 -0.66 1.71
C 1.61 0.69 1.48
C 2.81 1.03 0.92
N 3.70 0.08 0.59
P 5.28 0.61 -0.15
S 6.37 1.63 1.02
C 3.44 -1.22 0.79
C 2.25 -1.61 1.35
C -0.25 -2.39 2.70
C -1.43 -2.74 3.28
H -5.68 -0.55 4.81
H -2.33 -1.61 6.26
H -3.02 0.16 3.29
H -0.92 0.91 2.29
H 0.94 1.50 1.74
H 3.08 2.06 0.73
H 5.76 -0.64 -0.53
H 4.82 1.26 -1.30
H 4.20 -1.94 0.50
H 2.08 -2.67 1.48
H 0.47 -3.18 2.53
H -1.68 -3.75 3.57
O -6.01 0.28 3.10
C -6.54 1.25 2.60
O -7.84 1.46 2.74
C -8.27 2.60 1.96
C -7.00 3.42 1.76
C -5.93 2.33 1.74
H -8.69 2.23 1.02
H -9.05 3.12 2.52
H -7.03 4.04 0.87
H -6.84 4.07 2.62
H -5.78 1.92 0.73
H -4.97 2.65 2.14
O 4.93 0.69 -3.33
C 4.88 1.61 -4.12
O 3.95 2.55 -4.01
C 4.04 3.48 -5.13
C 5.47 3.34 -5.63
C 5.77 1.87 -5.31
H 3.30 3.18 -5.87
H 3.80 4.47 -4.76
H 5.58 3.60 -6.68
H 6.14 3.98 -5.05
H 5.46 1.20 -6.11
H 6.81 1.67 -5.06
O -0.20 -2.20 -0.75
C 0.42 -2.71 -1.65
O 1.05 -3.88 -1.48
C 1.79 -4.24 -2.67
C 1.12 -3.45 -3.79
C 0.65 -2.19 -3.05
H 2.83 -3.95 -2.52
H 1.73 -5.31 -2.80
H 1.79 -3.25 -4.63
H 0.26 -4.00 -4.17
H 1.41 -1.42 -3.01
H -0.27 -1.77 -3.45
*
```

Calculated values
DFT total energy	-2406.9941	hartree
frontier orbital gap	6.717	eV

Record 5
Molecular formula: C22H30BrN4O2V
Method: DFT, ωB97M-V/def2-TZVPD

```
! wB97M-V def2-TZVPD RIJCOSX def2/J DEFGRID3
* xyz 2 3
V 1.22 -0.68 -0.10
O -1.73 1.08 -2.53
C -0.78 1.27 -3.53
C -1.09 1.03 -4.87
C -0.13 1.16 -5.82
C 1.17 1.48 -5.44
C 1.47 1.72 -4.12
C 0.48 1.59 -3.13
C 1.06 1.68 -1.71
O 1.69 0.49 -1.33
N 0.12 2.01 -0.53
N -0.44 0.84 -0.10
C -1.60 0.72 0.44
C -2.10 -0.63 0.77
Br -0.99 -2.11 -0.08
C -3.13 -1.07 1.52
C -3.89 -0.24 2.44
C -3.51 0.90 3.12
C -4.38 1.65 3.88
C -5.71 1.29 3.95
C -6.17 0.14 3.35
C -5.27 -0.59 2.56
H -2.64 1.29 -2.83
H -2.11 0.81 -5.14
H -0.40 1.05 -6.86
H 1.92 1.50 -6.19
H 2.48 1.92 -3.77
H 1.85 2.45 -1.73
H -0.51 2.81 -0.68
H -2.17 1.62 0.61
H -3.39 -2.13 1.38
H -2.44 1.20 3.14
H -3.93 2.52 4.33
H -6.44 1.90 4.55
H -7.22 -0.11 3.34
H -5.60 -1.43 2.02
C 2.15 -3.43 -0.84
N 2.70 -2.13 -0.36
C 3.61 -1.55 -1.38
C 3.41 -2.25 0.96
C 3.51 -0.83 1.59
N 2.19 -0.18 1.63
C 2.38 1.30 1.78
C 1.23 -0.60 2.70
H 2.96 -4.19 -0.87
H 1.69 -3.26 -1.79
H 1.46 -3.81 -0.11
H 4.47 -2.25 -1.57
H 4.07 -0.63 -1.06
H 3.08 -1.39 -2.29
H 4.35 -2.82 0.81
H 2.68 -2.75 1.65
H 4.18 -0.22 1.02
H 3.93 -0.94 2.61
H 2.64 1.46 2.82
H 1.48 1.87 1.59
H 3.18 1.57 1.16
H 1.84 -0.83 3.62
H 0.62 -1.50 2.50
H 0.52 0.21 2.91
*
```

Calculated values
DFT total energy	-4743.2690	hartree
frontier orbital gap (alpha / beta)	7.239 / 7.319	eV

Record 6
Molecular formula: C22H30Ca2N6O12
Method: DFT, ωB97M-V/def2-TZVPD

```
! wB97M-V def2-TZVPD RIJCOSX def2/J DEFGRID3
* xyz 2 1
Ca 0.71 -5.41 1.84
Ca -3.96 -5.73 3.55
C -1.46 -2.34 1.15
O -2.24 -1.43 0.90
O -0.31 -2.49 0.66
O -1.78 -3.38 1.80
C -4.64 1.85 3.90
O -5.02 2.62 4.71
N -3.42 1.53 3.82
N -5.37 1.10 3.14
H -3.25 0.89 3.06
H -2.87 1.70 4.65
H -6.32 1.38 2.93
H -4.94 0.55 2.41
C -6.85 -3.25 0.86
O -6.32 -3.45 1.90
N -7.88 -3.85 0.38
N -6.37 -2.53 -0.13
H -8.26 -3.66 -0.53
H -8.43 -4.08 1.19
H -5.43 -2.20 0.03
H -6.80 -2.45 -1.04
C 5.26 -4.87 0.60
O 4.25 -5.34 0.97
N 6.45 -5.24 0.90
N 5.24 -3.84 -0.27
H 7.28 -4.99 0.39
H 6.34 -6.02 1.53
H 4.34 -3.42 -0.40
H 6.11 -3.34 -0.37
C 2.52 0.83 -5.61
C 2.44 0.01 -4.51
C 1.71 -1.14 -4.63
C 1.19 -1.50 -5.85
C 1.24 -0.69 -6.91
C 1.95 0.54 -6.82
O 2.06 1.45 -7.85
O 1.62 -1.92 -3.58
H 3.15 1.70 -5.44
H 3.08 0.24 -3.67
H 0.69 -2.44 -5.98
H 0.82 -1.04 -7.84
H 2.89 1.91 -7.70
H 1.26 -1.57 -2.76
C -0.25 4.49 -3.60
C -1.36 3.77 -3.28
C -1.33 2.94 -2.13
C -0.10 2.85 -1.41
C 0.96 3.60 -1.73
C 0.88 4.46 -2.83
O 1.93 5.15 -3.18
O -2.37 2.08 -1.79
H -0.34 4.85 -4.61
H -2.25 3.83 -3.89
H -0.09 2.22 -0.52
H 1.87 3.43 -1.16
H 1.86 5.49 -4.08
H -2.06 1.52 -1.08
C 3.28 2.60 5.30
C 3.27 1.97 4.09
C 2.40 0.97 3.91
C 1.37 0.80 4.82
C 1.16 1.62 5.92
C 2.16 2.50 6.16
O 2.11 3.35 7.21
O 2.49 0.20 2.82
H 4.15 3.19 5.51
H 4.01 2.14 3.32
H 0.71 -0.05 4.71
H 0.38 1.49 6.65
H 2.72 4.08 7.08
H 1.76 -0.24 2.38
*
```

Calculated values
DFT total energy	-3442.1886	hartree
frontier orbital gap	1.521	eV